{"formula": "C24H66F6N2O10P", "method": "ωB97M-V/def2-TZVPD", "symbols": ["P", "F", "F", "F", "F", "F", "F", "C", "C", "O", "H", "H", "H", "H", "H", "H", "C", "C", "O", "H", "H", "H", "H", "H", "H", "C", "C", "O", "H", "H", "H", "H", "H", "H", "O", "H", "H", "O", "H", "H", "O", "H", "H", "O", "H", "H", "O", "H", "H", "C", "C", "C", "C", "C", "C", "N", "O", "C", "C", "C", "H", "H", "H", "H", "H", "H", "H", "H", "H", "H", "H", "H", "H", "H", "H", "H", "H", "H", "H", "C", "C", "C", "C", "C", "C", "N", "O", "C", "C", "C", "H", "H", "H", "H", "H", "H", "H", "H", "H", "H", "H", "H", "H", "H", "H", "H", "H", "H", "H"], "coordinates": [[-1.049, 1.776, -1.542], [-1.778, 2.786, -2.547], [0.291, 1.859, -2.444], [-0.533, 3.069, -0.670], [-0.253, 0.792, -0.542], [-2.373, 1.680, -0.649], [-1.562, 0.508, -2.398], [2.716, 6.502, -1.838], [1.996, 5.272, -1.354], [1.192, 4.761, -2.406], [3.382, 6.897, -1.067], [2.009, 7.291, -2.103], [3.284, 6.258, -2.738], [1.379, 5.544, -0.488], [2.745, 4.530, -1.049], [0.541, 4.171, -2.008], [-3.633, -1.159, -0.735], [-4.907, -0.577, -0.158], [-6.078, -1.360, -0.418], [-2.798, -0.575, -0.345], [-3.590, -1.153, -1.823], [-3.434, -2.191, -0.419], [-5.064, 0.394, -0.643], [-4.781, -0.324, 0.899], [-6.243, -1.917, 0.347], [-0.532, -2.289, -2.969], [-1.227, -2.026, -4.286], [-0.667, -2.792, -5.366], [0.425, -1.775, -2.908], [-0.395, -3.367, -2.832], [-1.158, -1.995, -2.123], [-1.193, -0.957, -4.516], [-2.285, -2.283, -4.233], [0.196, -2.420, -5.570], [-3.206, 5.152, -2.841], [-3.119, 4.379, -2.266], [-3.921, 5.674, -2.468], [-4.051, 1.174, -3.923], [-4.768, 0.733, -3.456], [-3.278, 1.043, -3.357], [-3.077, 4.264, 0.363], [-2.601, 5.081, 0.181], [-2.403, 3.574, 0.284], [-1.863, 5.101, -5.371], [-0.959, 4.803, -5.235], [-2.254, 5.109, -4.480], [0.400, 1.445, -5.611], [0.644, 0.613, -6.026], [-0.228, 1.207, -4.918], [-0.143, -5.324, 1.950], [0.051, -3.843, 2.299], [-0.208, -3.032, 1.026], [-0.613, -1.605, 1.280], [-1.791, -1.514, 2.240], [-1.435, -2.168, 3.575], [-0.965, -3.513, 3.302], [-0.641, -4.163, 4.548], [-0.432, -1.286, 4.320], [-2.695, -2.224, 4.423], [1.484, -3.663, 2.811], [0.389, -5.549, 1.021], [-1.207, -5.502, 1.771], [0.215, -6.014, 2.714], [0.768, -2.997, 0.516], [-0.861, -3.560, 0.331], [-0.822, -1.071, 0.353], [0.214, -1.027, 1.708], [-2.642, -2.051, 1.813], [-1.980, -0.448, 2.377], [0.499, -1.172, 3.770], [-0.859, -0.298, 4.490], [-0.164, -1.754, 5.270], [-2.465, -2.467, 5.462], [-3.184, -1.251, 4.399], [-3.384, -2.986, 4.048], [2.178, -3.859, 1.983], [1.701, -4.370, 3.604], [1.703, -2.641, 3.116], [-1.284, -4.876, 4.595], [1.343, 1.916, 1.802], [2.628, 1.128, 1.634], [2.751, 0.108, 2.770], [3.567, -1.135, 2.433], [2.965, -1.767, 1.198], [3.109, -0.838, -0.006], [2.583, 0.454, 0.344], [2.612, 1.337, -0.742], [4.560, -0.780, -0.486], [2.266, -1.441, -1.153], [3.823, 2.096, 1.697], [0.481, 1.238, 1.796], [1.178, 2.617, 0.982], [1.333, 2.469, 2.745], [3.196, 0.596, 3.650], [1.758, -0.171, 3.153], [3.543, -1.841, 3.270], [4.622, -0.888, 2.278], [1.895, -1.872, 1.415], [3.391, -2.745, 0.973], [4.645, -0.324, -1.474], [5.150, -0.090, 0.139], [5.086, -1.736, -0.457], [2.410, -0.920, -2.095], [2.497, -2.511, -1.231], [1.194, -1.425, -0.914], [3.773, 2.705, 2.606], [3.834, 2.775, 0.846], [4.765, 1.540, 1.722], [1.675, 1.447, -0.946]], "gap_ev": 7.9, "max_force_ha_per_bohr": 0.02629, "molar_mass_g_mol": 687.76, "charge": -1}

***

{"formula": "C9H13N3O2S", "method": "ωB97M-V/def2-TZVPD", "symbols": ["N", "C", "S", "N", "O", "O", "N", "C", "C", "C", "C", "C", "C", "C", "C", "H", "H", "H", "H", "H", "H", "H", "H", "H", "H", "H", "H", "H"], "coordinates": [[-1.909, -1.204, -1.028], [-1.023, -0.700, -0.099], [-0.074, -2.049, 0.640], [-1.147, -2.672, 1.779], [0.215, -3.128, -0.309], [1.031, -1.635, 1.484], [-1.543, 0.167, 0.893], [-0.547, 1.031, 1.506], [0.008, 2.095, 0.504], [0.823, 1.421, -0.542], [1.861, 1.983, -1.250], [2.566, 1.230, -2.158], [2.196, -0.024, -2.428], [1.176, -0.697, -1.752], [0.515, 0.080, -0.838], [-2.803, -1.318, -0.742], [-1.650, -2.021, -1.446], [-0.682, -3.202, 2.494], [-1.673, -3.350, 1.265], [-2.112, -0.287, 1.534], [0.329, 0.595, 1.859], [-0.994, 1.551, 2.445], [0.533, 2.913, 1.090], [-0.871, 2.560, 0.078], [2.283, 2.957, -0.887], [3.374, 1.707, -2.643], [2.707, -0.653, -3.187], [0.849, -1.618, -1.913]], "gap_ev": 9.5, "smiles": "N[C@]1(S(N)(=O)=O)NCCc2ccccc21", "max_force_ha_per_bohr": 0.10499, "molar_mass_g_mol": 227.29, "e_above_lowest_kcal_mol": 19.6, "charge": 0}

***

{"formula": "C4H5N2", "method": "ωB97M-V/def2-TZVPD", "symbols": ["C", "C", "C", "C", "N", "N", "H", "H", "H", "H", "H"], "coordinates": [[-1.740, -0.429, 0.090], [1.137, 1.019, 0.099], [-0.370, -0.388, 0.647], [-0.309, 1.097, 0.461], [-1.377, 0.923, -0.244], [0.843, -0.504, 0.157], [-2.138, -1.131, -0.702], [-2.484, -0.232, 0.742], [1.326, 1.387, -0.949], [1.902, 1.292, 0.863], [1.106, -1.335, -0.602]], "gap_ev": 10.0, "max_force_ha_per_bohr": 0.08892, "molar_mass_g_mol": 81.10, "e_above_lowest_kcal_mol": 110.9, "charge": 1}